(1)
{"formula": "C23H40FInO6", "method": "wB97M-V/def2-TZVPD", "species": ["H", "C", "H", "H", "H", "C", "C", "C", "H", "C", "C", "H", "H", "H", "C", "H", "H", "H", "C", "O", "C", "H", "O", "In", "C", "H", "O", "H", "C", "H", "H", "C", "H", "C", "C", "C", "H", "H", "C", "H", "F", "O", "H", "O", "C", "C", "C", "H", "H", "H", "C", "H", "H", "H", "C", "C", "H", "H", "H", "H", "H", "H", "C", "H", "H", "H", "H", "H", "H", "H", "O"], "coordinates": [[-0.57328, -0.08711, -0.48353], [3.90161, 5.02621, 2.69932], [3.98764, 1.32020, -3.26059], [2.17453, -4.38510, -1.32944], [-1.81944, -0.87685, 2.55609], [4.85135, -0.73632, -3.01499], [1.91233, 4.85322, 4.09176], [4.28571, 0.59086, -2.50739], [2.19401, -3.51863, -2.93636], [0.09109, -5.00961, -4.05359], [-3.40334, 4.41072, 1.26673], [-2.17521, -0.73530, 4.30228], [-2.26729, -2.61136, -3.07519], [0.77182, 0.68535, 0.21796], [-4.71783, -2.13180, 4.31090], [-2.62774, 1.59550, 1.27690], [-0.44724, 0.03377, 1.27907], [3.48120, 0.56859, -1.77229], [-2.46037, 3.58853, 2.17492], [-0.24644, -4.83899, -1.69365], [3.41360, 3.98105, 1.96185], [4.37585, -2.86652, -2.82122], [-2.00801, 3.96122, 3.26384], [-2.27136, -4.77890, 0.59929], [0.56776, -4.74530, -2.62940], [0.49798, 3.37890, 3.57724], [-2.52577, -1.41800, -5.26945], [-3.10819, 5.45970, 1.29156], [0.65037, -1.57876, 0.43664], [3.48461, 6.30063, 4.43018], [1.03588, -5.17295, -4.57204], [-2.60668, -0.86624, 3.30991], [-3.26264, 4.17902, 0.21097], [-2.41805, -0.82269, -4.24656], [2.21577, 3.34193, 2.30516], [3.16923, 5.50651, 3.76964], [-3.25889, -0.01717, 3.10541], [1.92422, 2.47782, 1.72662], [-2.63432, 0.62234, -4.18152], [-4.45834, 4.41160, 1.54071], [3.94218, 3.61899, 0.77354], [5.85115, -0.83827, -3.79035], [1.43179, -1.62054, 1.19542], [-0.32121, -2.60790, 0.61231], [4.25331, -1.93865, -2.26253], [2.01482, -4.45360, -2.40550], [-3.51353, -2.05940, 3.42039], [-4.63080, -3.15364, 4.68017], [1.23078, -1.73748, -0.47222], [1.37734, 5.28754, 4.92335], [0.10846, -0.16727, 0.36317], [-5.58973, -1.87986, 3.70723], [-4.51426, -1.40846, 5.10048], [-3.14850, -1.29526, -2.26938], [-1.88474, 2.34592, 1.54693], [1.46425, 3.82126, 3.38475], [-1.43123, 2.52006, 0.57117], [2.66733, -5.15707, -2.92267], [-1.15398, 1.95557, 2.25525], [5.06546, 1.11416, -1.95400], [3.21885, -1.82813, -1.93730], [-2.15604, 0.92928, -3.25139], [-2.29632, -1.53508, -2.90529], [-0.41463, -4.20091, -4.58117], [4.79085, 5.46811, 2.27461], [-2.09313, 1.16994, -4.95311], [-3.67381, 0.94865, -4.21439], [-1.40382, -1.19457, -2.38031], [-0.53743, -5.89390, -3.94827], [4.77678, -2.18926, -1.33988], [-3.12640, -3.11615, 2.92092]], "forces_ev_per_angstrom": [[-0.32, -0.08, 0.07], [0.56, 0.73, -0.46], [0.11, -0.33, -0.39], [0.40, 0.07, -0.21], [-0.27, -0.63, 0.09], [2.80, -0.30, -0.71], [2.69, 3.33, 1.19], [0.42, 0.81, -0.09], [0.11, 0.24, 0.23], [1.24, 0.00, 0.82], [0.62, 0.57, 0.34], [0.08, 0.23, 0.05], [0.11, 0.04, 0.08], [0.72, -0.54, 0.17], [1.40, 0.71, -0.24], [-0.33, -0.07, 0.41], [-0.06, 0.12, -0.13], [-0.20, -0.72, -0.22], [0.96, 1.16, 0.58], [1.13, 0.34, -0.80], [-2.54, -1.06, 0.03], [-0.12, 0.16, -0.35], [-1.48, -0.55, -2.01], [0.36, 0.40, 0.05], [-2.11, -0.30, 0.71], [-0.05, -0.06, 0.21], [0.42, -1.22, -1.39], [0.11, 0.09, 0.51], [-0.21, 0.17, 0.16], [0.23, 0.15, -0.31], [-0.39, -0.51, -0.63], [-1.16, 0.69, 0.18], [-0.25, -0.61, 0.10], [-1.39, -0.45, 0.92], [0.90, 0.32, -0.01], [-1.72, -1.64, 0.47], [0.19, 0.41, 0.21], [-0.24, 0.05, -0.13], [1.18, 1.81, 0.64], [0.07, -0.40, 0.08], [0.68, 0.03, 0.25], [-4.14, 0.40, 2.72], [-0.05, -0.57, 0.45], [1.32, 1.38, -0.36], [0.42, -0.65, -0.51], [-0.61, 0.16, -0.04], [1.88, -1.73, -0.59], [-0.87, 0.15, 0.08], [-0.11, -0.82, -0.43], [-0.26, -0.19, 0.02], [-1.36, 0.13, 0.02], [-0.25, -0.20, 0.43], [-0.70, 0.01, 0.19], [-0.10, 0.14, -0.06], [0.01, -0.43, 0.10], [-0.54, -2.05, -1.75], [0.29, 0.53, 0.10], [-0.08, -0.26, 0.28], [-0.03, -0.21, -0.21], [0.45, -0.12, -0.13], [-0.04, 0.32, -0.40], [-0.40, 0.55, 0.25], [0.30, -0.24, -0.27], [-0.20, 0.11, 0.44], [0.25, 0.37, 0.47], [-0.15, -0.26, -0.31], [-0.03, -0.34, 0.11], [0.10, -0.09, 0.06], [0.03, 0.04, -0.56], [0.48, 0.60, 0.13], [-0.26, 0.07, -0.66]], "lowdin_spin": [0.00, 0.00, 0.00, 0.00, 0.00, 0.00, 0.00, 0.00, 0.00, 0.00, 0.00, 0.00, 0.00, 0.00, 0.00, 0.00, 0.00, 0.00, 0.00, 0.00, 0.00, 0.00, 0.00, 0.00, 0.00, 0.00, 0.00, 0.00, 0.09, 0.00, 0.00, 0.00, 0.00, 0.00, 0.00, 0.00, 0.00, 0.00, 0.00, 0.00, 0.00, 0.00, 0.02, 0.84, 0.00, 0.00, 0.00, 0.00, 0.04, 0.00, 0.00, 0.00, 0.00, 0.00, 0.00, 0.00, 0.00, 0.00, 0.00, 0.00, 0.00, 0.00, 0.00, 0.00, 0.00, 0.00, 0.00, 0.00, 0.00, 0.00, 0.00], "homo_energy_ev": [-10.81, -10.81], "e_tot_ha": -1641.43135, "charge": 1, "multiplicity": 2, "gap_ev": [7.012, 5.500]}



(2)
{"formula": "C23H40N2O10", "method": "wB97M-V/def2-TZVPD", "species": ["H", "H", "H", "H", "C", "O", "O", "C", "H", "H", "H", "H", "O", "H", "H", "C", "C", "H", "H", "H", "C", "H", "H", "H", "C", "O", "C", "O", "H", "C", "C", "C", "C", "H", "H", "C", "O", "C", "O", "H", "H", "C", "H", "C", "H", "H", "C", "H", "H", "H", "H", "H", "H", "H", "H", "H", "C", "H", "C", "O", "N", "H", "O", "N", "O", "C", "C", "H", "H", "C", "H", "H", "H", "C", "C"], "coordinates": [[3.66868, 1.59218, 1.96682], [-4.64907, -6.21281, -1.94474], [3.33212, 4.38543, 5.76020], [-3.02455, 3.40536, 2.26665], [-4.03616, -4.39355, -1.03827], [1.88694, 2.63407, 2.20107], [4.28269, 3.67142, -2.77705], [0.88321, 2.57904, 1.27537], [0.23879, 6.66929, 5.04741], [3.03141, 6.55628, -3.25092], [-0.61518, 5.12857, 4.84392], [-3.00400, -1.85944, 2.33528], [1.08374, 2.45802, 0.09197], [-3.79687, 1.13134, 3.23034], [-1.78687, -6.13291, -0.89261], [0.15793, -7.49329, -4.21187], [0.47971, 5.33286, 6.68308], [-2.60828, -4.75448, -3.48692], [2.21293, 0.62396, 1.69676], [-4.09033, -6.39974, -0.27235], [1.04030, -6.01053, -5.72529], [-1.84714, -0.42956, 3.64211], [0.69810, -6.27341, -6.72811], [1.89854, 5.46771, 3.67257], [-2.25721, -4.72890, -2.45358], [1.77913, 5.04038, 6.93769], [-2.47452, -6.05388, -1.73650], [-0.02811, -6.28856, -4.80030], [-2.34315, 1.83401, 3.88989], [1.57010, 4.99095, 4.59331], [1.47366, -8.08712, -4.67262], [4.36904, 4.87787, -3.38314], [-2.86162, -0.91744, 1.79802], [2.63116, 5.36762, -4.50418], [-1.60705, 3.40693, 0.34760], [2.90659, 3.33949, -2.50574], [-0.34761, 5.36877, 7.54359], [-3.90286, -5.89304, -1.21479], [5.40687, 5.33097, -3.76605], [3.04450, 6.13457, 5.73424], [1.25354, -8.84767, -5.42377], [2.98510, 5.49530, -3.47950], [-1.39249, 1.67141, 0.35525], [-2.04464, 0.05514, 2.67916], [-3.85655, -0.48951, 1.61074], [-1.22473, -4.38966, -2.44189], [2.20320, -6.88138, -5.26273], [-2.31354, -6.91036, -2.38182], [2.85196, 2.80706, -1.56143], [-2.68939, -1.84463, -0.03673], [-0.40555, 2.33160, 2.77505], [2.89443, -7.12451, -6.06627], [-3.60803, 2.17942, 1.15534], [-1.95905, -0.38547, 0.04486], [2.54874, 2.68713, -3.30571], [-1.07011, 0.18811, 2.19948], [-2.75932, 1.38164, 2.98035], [2.25200, 5.11416, -1.48468], [-1.51877, 2.53978, 1.01042], [-4.85061, -3.78200, -0.40912], [-2.13869, -1.23834, 0.56198], [1.11795, 4.58008, -2.72404], [-3.05446, -3.76942, -1.72934], [-0.34361, 2.74616, 1.85566], [-0.64669, -7.95982, -3.45954], [-2.79089, 2.42265, 1.84473], [2.64693, 1.41802, 2.31062], [1.98898, -8.55299, -3.83775], [1.25017, -4.94480, -5.69085], [0.30258, 5.59006, 5.19770], [2.76080, -6.36695, -4.47935], [1.41616, 3.93371, 4.38136], [2.66222, 1.11957, 3.36086], [2.56332, 5.15393, 5.73766], [2.17348, 4.67418, -2.47959]], "forces_ev_per_angstrom": [[-0.10, 0.02, 0.05], [-0.03, -0.02, 0.02], [-0.01, -0.01, 0.06], [-0.05, -0.10, 0.01], [-0.08, -0.06, 0.01], [-0.26, -0.42, 0.30], [-0.01, -0.03, 0.00], [-0.04, 0.30, 0.04], [-0.04, 0.01, 0.00], [0.04, 0.03, -0.11], [-0.07, 0.10, 0.03], [-0.11, 0.12, -0.07], [-0.05, -0.05, 0.00], [0.11, 0.15, 0.11], [0.02, 0.00, -0.02], [-0.04, -0.10, -0.02], [-0.07, 0.04, -0.02], [-0.01, -0.01, 0.00], [-0.01, 0.10, 0.11], [-0.12, 0.00, -0.02], [0.05, 0.00, -0.04], [0.05, 0.06, -0.13], [0.01, -0.01, 0.00], [0.02, 0.02, 0.02], [0.06, -0.07, -0.05], [0.04, -0.01, 0.00], [-0.19, 0.01, 0.15], [0.01, 0.07, -0.02], [0.06, -0.05, -0.13], [-0.11, 0.04, 0.04], [0.12, 0.24, 0.00], [-0.02, 0.05, -0.05], [0.21, -0.01, -0.08], [0.01, 0.04, -0.02], [0.01, -0.15, 0.03], [-0.08, -0.05, 0.07], [-0.01, -0.02, 0.02], [0.26, 0.05, -0.01], [0.03, 0.00, 0.01], [-0.01, 0.01, -0.01], [0.00, -0.04, 0.02], [-0.08, -0.10, 0.23], [0.14, 0.00, 0.17], [-0.24, -0.25, 0.13], [0.01, -0.05, 0.04], [-0.02, 0.06, 0.02], [-0.02, -0.06, 0.06], [-0.04, 0.05, 0.00], [0.07, -0.01, -0.02], [-0.02, 0.01, 0.01], [0.05, 0.29, 0.09], [-0.04, -0.01, -0.03], [0.13, 0.05, 0.03], [-0.03, -0.07, -0.11], [0.00, 0.02, -0.02], [-0.04, 0.10, 0.07], [0.03, -0.04, -0.06], [-0.02, -0.02, 0.01], [-0.20, 0.33, -0.08], [0.03, 0.04, 0.05], [0.00, 0.09, 0.13], [0.01, -0.03, -0.03], [0.06, 0.08, -0.04], [0.09, -0.46, -0.27], [0.10, -0.07, -0.05], [-0.06, -0.11, -0.07], [0.33, 0.03, -0.24], [-0.06, -0.10, -0.01], [-0.05, 0.01, 0.03], [0.18, -0.17, -0.06], [0.01, 0.01, -0.01], [0.04, 0.00, -0.03], [-0.04, 0.04, -0.11], [0.03, 0.01, -0.06], [0.05, 0.08, -0.05]], "lowdin_charge": [0.09, 0.13, 0.12, 0.11, -0.49, -0.08, 0.02, -0.58, 0.13, 0.12, 0.12, 0.11, 0.11, 0.11, 0.12, -0.48, -0.49, 0.13, 0.10, 0.12, -0.15, 0.11, 0.13, 0.12, -0.15, 0.02, -0.15, 0.02, 0.10, -0.16, -0.07, -0.49, -0.27, 0.13, 0.13, -0.15, 0.12, -0.07, 0.12, 0.13, 0.13, -0.08, 0.10, -0.20, 0.11, 0.12, -0.15, 0.09, 0.10, 0.04, 0.13, 0.12, 0.11, 0.05, 0.13, 0.09, -0.21, 0.12, -0.19, 0.11, 0.00, 0.11, 0.01, 0.10, 0.12, -0.18, -0.04, 0.13, 0.13, -0.07, 0.12, 0.10, 0.09, -0.15, -0.16], "homo_energy_ev": -9.14, "e_tot_ha": -1762.35796, "smiles": "COC(=O)NCCCCCN.O=C1CCCO1.O=C1CCCO1.O=C1CCCO1.O=C1CCCO1", "de_lowest_kcal_mol": 0.0, "gap_ev": 9.599}



(3)
{"formula": "C23H40N2O7PS", "method": "wB97M-V/def2-TZVPD", "species": ["C", "P", "H", "H", "C", "H", "H", "C", "C", "C", "C", "C", "C", "H", "C", "H", "H", "C", "O", "O", "O", "H", "C", "H", "H", "C", "H", "H", "H", "H", "H", "H", "H", "C", "H", "C", "C", "S", "H", "C", "H", "C", "O", "H", "H", "H", "H", "C", "H", "H", "H", "H", "O", "H", "H", "H", "H", "C", "H", "C", "O", "H", "C", "H", "H", "H", "C", "H", "N", "H", "O", "N", "C", "H"], "coordinates": [[0.32014, 1.12060, 1.61186], [1.79613, 0.78444, 2.79421], [-3.24371, 4.08941, 2.77760], [1.23916, 1.76444, 4.66731], [-2.17111, 5.35452, 1.32963], [2.69988, 1.24643, -0.00180], [1.15029, 0.02583, -2.06094], [1.99637, 6.60428, -0.02984], [-0.32167, -0.22223, 1.03780], [-1.83974, 2.71704, 1.63962], [2.19555, -9.41825, -3.15921], [-1.37114, 0.58859, -1.05068], [-0.74392, 1.95000, 2.50320], [-0.32985, -1.09560, -3.07919], [-1.22758, -2.75286, -0.02133], [-1.52091, 2.97244, 0.58703], [-2.63964, 6.28655, 1.80120], [-2.18796, 1.36865, -1.52149], [-0.17909, -9.66735, -2.63170], [-1.01862, -7.33656, -2.77548], [2.53429, -0.47993, 2.45983], [3.13140, 6.62637, -0.19361], [-1.54183, -4.02240, -0.75519], [0.25168, -1.08606, 1.52610], [-2.76739, 5.11528, 0.38335], [-1.93300, -8.95889, -0.93627], [-0.14726, 2.68239, 3.14553], [-2.27108, -8.17877, -0.25432], [2.31342, -8.45997, -2.65054], [2.31219, 8.48200, -1.25398], [0.65345, 7.75567, -1.47265], [-0.10455, 7.01050, 2.62728], [-1.35982, -2.67141, 1.09135], [0.29697, 6.14372, 2.01897], [2.43150, -10.20010, -2.43434], [1.63196, 1.37404, -0.37013], [-2.18134, 4.13220, 2.35084], [-0.55172, -8.32068, -1.83574], [-1.59075, -5.11474, -2.70652], [-1.36029, -4.08922, -2.22640], [1.70028, 2.09358, -1.25717], [-0.73995, -1.68933, -0.97125], [2.89757, 2.05602, 2.52995], [2.92171, -9.45506, -3.97332], [-1.26897, 1.23070, 3.20527], [-0.30534, 4.98041, 0.12928], [0.39751, 5.22904, 2.69564], [1.03559, 0.00828, -0.94004], [-2.72694, -9.21542, -1.63629], [-1.47953, 4.36516, 3.21602], [-1.61290, -9.83197, -0.36971], [2.45989, 2.92176, 2.69215], [1.22890, 0.81942, 4.38531], [-2.80100, 2.11301, 1.64485], [-1.91402, -4.92406, -0.18588], [0.72292, -10.52911, -4.24267], [-1.40709, -0.29324, 1.39271], [0.78421, -9.59015, -3.69023], [0.52277, -8.78802, -4.38571], [1.46155, 7.97856, -0.69768], [0.82385, 2.04043, 0.62427], [2.09825, 7.51115, 2.04679], [1.77845, 6.53841, 1.54385], [1.70286, -0.83242, -0.53946], [2.49983, 5.74443, 1.94510], [1.10956, 8.70788, 0.09811], [-0.70730, 5.78213, 0.83738], [-0.82399, 6.72416, 0.19439], [-0.35793, -0.31393, -0.45998], [-3.01875, 2.07940, -1.80443], [0.49515, -8.03007, -0.89781], [-0.95716, -3.12234, -3.14884], [-0.67301, -1.96856, -2.42555], [1.62375, 5.68421, -0.59096]], "forces_ev_per_angstrom": [[-0.61, 1.40, 1.16], [2.52, -1.23, 0.15], [1.54, -0.04, -0.42], [-0.11, -0.91, 0.19], [0.68, 0.46, -0.18], [-1.37, -0.24, -0.28], [-0.67, -0.14, 1.32], [1.05, 1.03, -0.09], [-0.81, -0.08, 2.42], [-0.17, 1.08, 1.06], [0.07, 0.20, 0.24], [-0.50, 1.24, -0.16], [0.09, -0.29, -0.87], [-0.58, -1.28, 0.96], [0.32, -0.79, -4.07], [-0.14, -0.66, 1.24], [0.48, -1.42, -0.49], [0.59, -0.90, 1.05], [-0.62, 0.53, 0.56], [0.35, 0.08, 0.22], [-1.72, 1.71, 0.46], [-1.53, -0.23, 0.29], [0.93, 2.65, -0.48], [-0.61, 0.96, -1.36], [0.58, 0.19, 1.36], [-0.08, -0.12, -0.12], [-0.86, -0.81, -0.94], [0.11, 0.01, -0.08], [0.00, -0.05, -0.06], [-1.04, -0.58, 0.66], [0.89, 0.51, 1.21], [0.16, -1.16, -0.64], [0.24, 0.01, -1.47], [0.23, -0.38, -0.30], [-0.01, 0.00, -0.12], [0.40, 0.97, -1.22], [-0.92, 0.34, -0.30], [-0.03, -1.18, 0.07], [0.42, 1.81, 0.92], [-0.55, -1.45, 0.04], [-0.24, -0.81, 1.39], [-1.33, -4.03, -0.06], [-2.86, -1.04, 1.09], [-0.12, -0.08, -0.02], [0.82, 0.81, -0.68], [-0.30, 0.93, 1.14], [-0.24, 1.28, -0.67], [2.79, -0.02, 0.29], [0.09, 0.01, 0.03], [-0.90, -0.40, -1.11], [0.03, 0.08, -0.07], [0.50, -0.41, -0.30], [1.03, 1.31, -2.57], [1.25, 0.62, -0.32], [0.56, 1.22, -0.91], [-0.33, 0.01, 0.24], [1.51, 0.19, -0.56], [0.89, 0.12, -0.62], [-0.13, 0.01, 0.16], [0.21, -0.59, -0.22], [-0.43, -1.78, -0.43], [-0.42, -1.19, -0.88], [0.17, -0.74, -0.12], [-1.21, 0.95, -0.53], [-0.91, 1.03, -0.51], [0.19, -0.95, -1.05], [-0.33, 0.47, -0.14], [0.10, -1.34, 0.81], [-0.86, 0.74, -1.87], [1.58, -1.31, 0.28], [-0.28, 0.40, -0.40], [-0.32, 0.80, 5.63], [0.40, 1.25, 0.12], [0.33, 1.24, 0.93]], "lowdin_charge": [-0.40, 0.66, 0.12, 0.08, -0.21, 0.14, 0.14, -0.26, -0.05, -0.17, -0.07, -0.06, -0.13, 0.13, 0.05, 0.08, 0.12, 0.20, -0.26, -0.30, -0.28, 0.10, -0.01, 0.15, 0.11, -0.12, 0.10, 0.07, 0.07, 0.07, 0.07, 0.12, 0.12, -0.19, 0.09, -0.12, -0.19, 0.59, 0.11, -0.09, 0.15, -0.13, -0.14, 0.08, 0.13, 0.10, 0.08, -0.05, 0.08, 0.09, 0.08, 0.08, -0.15, 0.12, 0.11, 0.13, 0.16, -0.26, 0.12, -0.12, -0.14, 0.11, -0.21, 0.17, 0.09, 0.08, -0.21, 0.11, -0.17, 0.10, -0.28, 0.09, -0.07, 0.09], "homo_energy_ev": -12.72, "e_tot_ha": -2275.67713, "charge": 1, "gap_ev": 9.660}